Formula: C41H89IInO15
Source: the OMol25 dataset
Level of theory: ωB97M-V with the def2-TZVPD basis set

```
147
Properties=species:S:1:pos:R:3:lowdin_charge:R:1
C 7.66 -1.60 0.65 -0.14
C 7.42 -1.15 -0.89 -0.25
C 8.60 -0.14 -1.29 -0.23
C 8.04 1.11 -2.13 -0.22
C 7.30 2.13 -1.11 -0.22
C 6.48 3.23 -1.93 -0.23
C 5.07 2.71 -2.50 -0.34
C 4.01 2.35 -1.32 -0.30
In 1.96 2.97 -2.08 0.39
I 2.14 3.22 -4.90 0.04
C 0.56 1.25 -1.68 -0.31
C -0.59 1.05 -2.81 -0.28
C -1.53 -0.14 -2.26 -0.13
C -3.03 -0.07 -2.77 -0.36
O -3.31 0.47 -3.85 0.08
O -4.02 -0.69 -1.92 -0.08
C -3.57 -2.04 -1.57 -0.24
C -2.99 -2.13 -0.07 -0.08
C 1.11 4.79 -1.05 -0.24
C -0.10 4.30 0.03 -0.29
C 0.46 3.42 1.32 -0.04
O -0.05 4.92 1.39 -0.25
H 7.51 -2.72 0.71 0.06
H 6.91 -1.12 1.37 0.07
H 8.74 -1.39 0.95 0.06
H 7.41 -2.09 -1.54 0.10
H 6.38 -0.70 -0.96 0.10
H 9.15 0.29 -0.39 0.10
H 9.30 -0.73 -1.98 0.10
H 7.36 0.83 -2.99 0.11
H 8.94 1.69 -2.54 0.10
H 8.12 2.63 -0.48 0.11
H 6.65 1.53 -0.40 0.10
H 7.06 3.65 -2.81 0.11
H 6.25 4.08 -1.21 0.10
H 4.61 3.61 -3.04 0.03
H 5.17 1.85 -3.23 0.09
H 4.30 2.80 -0.32 0.03
H 4.10 1.20 -1.19 0.03
H 0.05 1.41 -0.67 0.02
H 1.11 0.23 -1.64 0.05
H -0.15 0.73 -3.81 0.09
H -1.18 2.00 -3.00 0.10
H -1.57 0.01 -1.12 0.10
H -1.04 -1.17 -2.40 0.13
H -2.88 -2.49 -2.35 0.12
H -4.51 -2.69 -1.57 0.12
H -3.53 -2.88 0.59 0.07
H -1.87 -2.38 -0.18 0.08
H -3.02 -1.06 0.34 0.09
H 1.85 5.37 -0.41 0.04
H 0.55 5.43 -1.80 0.02
H -1.15 3.98 -0.43 0.15
H 1.57 3.49 1.56 0.10
H -0.28 3.02 2.09 0.10
C -9.47 0.05 -8.06 -0.11
O -8.88 0.93 -7.11 -0.19
C -9.59 1.04 -5.90 -0.19
C -8.76 0.67 -4.66 -0.17
O -8.24 -0.66 -4.59 -0.12
C -7.31 -1.08 -5.58 -0.17
C -5.98 -0.32 -5.70 -0.18
O -6.15 1.05 -6.05 -0.19
C -5.58 1.97 -5.14 -0.11
H -10.05 0.62 -8.79 0.08
H -8.66 -0.46 -8.59 0.08
H -10.10 -0.71 -7.59 0.09
H -10.52 0.44 -5.91 0.12
H -9.89 2.09 -5.79 0.12
H -9.42 0.76 -3.80 0.13
H -7.97 1.39 -4.49 0.10
H -7.81 -1.16 -6.55 0.09
H -7.05 -2.11 -5.32 0.12
H -5.41 -0.78 -6.51 0.13
H -5.40 -0.43 -4.78 0.10
H -5.46 1.55 -4.14 0.08
H -6.25 2.83 -5.06 0.08
H -4.62 2.31 -5.52 0.09
C -2.64 12.49 0.75 -0.11
O -2.70 11.18 0.20 -0.19
C -2.09 11.05 -1.07 -0.19
C -0.97 10.00 -1.11 -0.17
O 0.15 10.19 -0.26 -0.12
C -0.05 10.20 1.15 -0.18
C -0.62 8.93 1.80 -0.18
O -1.92 8.60 1.34 -0.20
C -2.03 7.30 0.79 -0.10
H -3.58 13.01 0.56 0.08
H -2.50 12.40 1.83 0.08
H -1.80 13.07 0.35 0.09
H -1.70 12.01 -1.44 0.12
H -2.87 10.72 -1.77 0.12
H -0.57 10.00 -2.13 0.13
H -1.37 9.00 -0.98 0.10
H -0.63 11.08 1.43 0.09
H 0.94 10.36 1.58 0.13
H -0.71 9.12 2.88 0.12
H 0.08 8.10 1.68 0.12
H -1.08 6.91 0.43 0.07
H -2.71 7.35 -0.07 0.09
H -2.46 6.62 1.53 0.09
C -1.81 -6.97 -0.70 -0.11
O -2.22 -6.58 0.60 -0.20
C -2.66 -7.64 1.43 -0.19
C -1.87 -7.76 2.74 -0.17
O -0.47 -8.00 2.66 -0.12
C 0.36 -7.03 2.02 -0.17
C 0.41 -5.62 2.63 -0.18
O -0.85 -4.96 2.62 -0.20
C -1.30 -4.54 3.89 -0.11
H -2.62 -6.81 -1.40 0.09
H -0.96 -6.35 -0.99 0.09
H -1.49 -8.02 -0.73 0.09
H -2.64 -8.60 0.91 0.12
H -3.70 -7.43 1.69 0.12
H -2.28 -8.62 3.28 0.13
H -2.06 -6.91 3.39 0.10
H 0.13 -6.99 0.96 0.10
H 1.37 -7.43 2.08 0.13
H 1.08 -5.01 2.01 0.13
H 0.84 -5.66 3.63 0.10
H -0.86 -5.11 4.71 0.09
H -2.39 -4.69 3.93 0.08
H -1.10 -3.48 4.02 0.09
C 5.13 -4.92 8.58 -0.11
O 4.03 -5.46 7.87 -0.20
C 3.55 -4.64 6.81 -0.19
C 3.58 -5.34 5.45 -0.18
O 4.83 -5.79 4.94 -0.11
C 5.54 -6.78 5.68 -0.17
C 4.87 -8.14 5.87 -0.18
O 3.66 -8.07 6.61 -0.20
C 2.53 -8.60 5.94 -0.11
H 4.77 -4.44 9.50 0.09
H 5.79 -5.74 8.86 0.08
H 5.71 -4.21 7.99 0.09
H 4.11 -3.69 6.75 0.12
H 2.51 -4.39 7.04 0.12
H 3.22 -4.61 4.71 0.13
H 2.85 -6.15 5.41 0.09
H 5.88 -6.36 6.63 0.10
H 6.46 -6.96 5.11 0.13
H 5.56 -8.77 6.45 0.12
H 4.73 -8.63 4.90 0.12
H 2.65 -8.61 4.85 0.08
H 1.67 -7.97 6.18 0.09
H 2.33 -9.61 6.30 0.09
```

The net charge is -1. The total energy is -3231.5479 a.u. The HOMO energy comes out at -5.156 eV.

---

Formula: C41H89N2O19S6
Source: the OMol25 dataset
Level of theory: ωB97M-V with the def2-TZVPD basis set

```
157
Properties=species:S:1:pos:R:3:lowdin_charge:R:1
N 1.20 -4.04 3.07 0.30
H 0.67 -4.87 3.33 0.14
H 1.92 -3.91 3.76 0.14
H 0.52 -3.30 3.10 0.03
H 1.61 -4.12 2.15 0.06
C -3.56 2.10 2.27 -0.04
C -2.23 1.66 1.47 -0.17
C -2.07 0.15 1.08 -0.08
N -0.77 -0.12 0.23 -0.16
C -0.69 -1.67 -0.05 0.05
C 0.54 0.31 0.99 -0.07
C 1.09 1.58 0.33 -0.12
C 0.21 1.89 -0.90 -0.12
C -0.78 0.74 -1.06 -0.07
H -3.62 1.37 3.08 0.06
H -4.49 2.17 1.70 0.06
H -3.31 3.04 2.76 0.07
H -1.37 1.98 2.05 0.07
H -2.19 2.32 0.60 0.09
H -2.91 -0.30 0.56 0.11
H -1.98 -0.49 1.96 0.08
H 0.20 -1.83 -0.67 0.05
H -1.56 -2.00 -0.62 0.10
H -0.63 -2.10 0.95 0.08
H 1.28 -0.47 0.82 0.09
H 0.40 0.31 2.07 0.12
H 2.15 1.50 0.09 0.10
H 1.03 2.29 1.15 0.07
H 0.86 1.94 -1.77 0.07
H -0.34 2.82 -0.75 0.10
H -0.37 0.01 -1.76 0.11
H -1.79 1.04 -1.33 0.11
C -1.92 -0.63 4.89 -0.06
C -0.72 -1.60 4.81 -0.61
C -0.63 -2.55 5.97 -0.08
O -0.73 -2.22 3.55 -0.34
H -1.95 0.05 4.03 0.03
H -1.83 0.07 5.72 0.07
H -2.92 -1.05 4.96 0.08
H 0.16 -0.95 4.81 0.09
H 0.39 -2.91 6.11 0.06
H -1.22 -3.46 5.98 0.07
H -0.92 -1.96 6.84 0.07
O 3.42 2.05 -1.88 -0.33
S 3.79 3.43 -2.37 0.72
O 4.69 3.54 -3.52 -0.28
O 2.38 4.31 -2.51 -0.29
C 2.54 5.56 -3.18 -0.31
C 1.93 6.65 -2.37 -0.06
C 4.47 4.46 -0.93 -0.07
H 2.01 5.33 -4.10 0.12
H 3.52 5.85 -3.57 0.12
H 2.40 7.03 -1.46 0.08
H 0.99 6.21 -2.04 0.08
H 1.77 7.50 -3.03 0.09
H 5.49 4.18 -0.70 0.07
H 3.86 4.52 -0.03 0.05
H 4.55 5.51 -1.22 0.06
O 2.25 4.60 2.11 -0.33
S 0.95 4.58 2.83 0.71
O 0.17 3.39 3.21 -0.32
O 1.08 5.65 4.11 -0.26
C 1.10 5.14 5.45 -0.28
C 1.75 6.15 6.39 -0.07
C -0.26 5.64 1.72 -0.05
H 1.51 4.14 5.59 0.12
H 0.08 5.07 5.81 0.12
H 1.67 5.72 7.39 0.09
H 1.36 7.17 6.43 0.08
H 2.78 6.26 6.07 0.08
H 0.20 6.57 1.42 0.06
H -1.11 5.77 2.40 0.06
H -0.45 4.97 0.88 0.04
O 3.10 -2.60 -5.97 -0.29
S 3.67 -1.35 -5.50 0.71
O 4.84 -0.69 -6.15 -0.30
O 2.42 -0.22 -5.44 -0.26
C 2.69 1.16 -5.26 -0.29
C 1.39 1.76 -4.80 -0.07
C 3.99 -1.61 -3.72 -0.12
H 2.88 1.81 -6.12 0.13
H 3.51 1.37 -4.58 0.09
H 1.41 2.85 -4.72 0.07
H 1.06 1.51 -3.79 0.05
H 0.65 1.47 -5.55 0.09
H 3.03 -1.94 -3.32 0.03
H 4.34 -0.77 -3.12 0.08
H 4.70 -2.43 -3.74 0.07
O 2.85 -3.63 0.94 -0.31
S 3.04 -3.07 -0.38 0.67
O 2.33 -1.90 -0.85 -0.29
O 4.65 -2.84 -0.76 -0.26
C 5.57 -3.92 -0.54 -0.28
C 7.02 -3.47 -0.41 -0.04
C 2.69 -4.38 -1.56 -0.10
H 5.55 -4.59 -1.40 0.11
H 5.20 -4.70 0.13 0.12
H 7.72 -4.13 -0.93 0.08
H 7.37 -3.57 0.62 0.08
H 7.08 -2.43 -0.71 0.09
H 3.10 -5.35 -1.29 0.09
H 2.85 -4.08 -2.59 0.07
H 1.60 -4.34 -1.53 0.07
O -4.31 3.43 -1.71 -0.29
S -4.84 2.19 -2.19 0.67
O -4.03 1.13 -2.75 -0.31
O -5.85 1.55 -0.98 -0.27
C -5.71 0.19 -0.68 -0.32
C -6.74 -0.70 -1.40 -0.04
C -6.29 2.59 -3.31 -0.07
H -5.86 0.24 0.40 0.12
H -4.68 -0.15 -0.80 0.08
H -7.77 -0.34 -1.26 0.08
H -6.74 -1.69 -0.94 0.06
H -6.45 -0.71 -2.45 0.07
H -5.81 2.75 -4.28 0.06
H -6.69 3.56 -3.00 0.07
H -6.86 1.66 -3.25 0.06
O -4.78 -2.81 0.10 -0.31
S -4.98 -3.54 1.32 0.69
O -5.96 -3.12 2.34 -0.30
O -5.14 -5.20 1.04 -0.29
C -4.53 -5.69 -0.20 -0.25
C -4.58 -7.26 -0.11 -0.05
C -3.28 -3.62 2.16 -0.08
H -3.53 -5.27 -0.29 0.10
H -5.15 -5.39 -1.04 0.11
H -5.59 -7.65 -0.16 0.08
H -4.17 -7.55 0.86 0.07
H -3.99 -7.66 -0.94 0.07
H -3.56 -3.91 3.18 0.06
H -2.84 -2.62 2.09 0.02
H -2.72 -4.43 1.72 0.05
C -1.87 -1.35 -4.57 -0.09
C -3.16 -1.53 -5.08 -0.07
C -3.80 -2.78 -4.91 -0.06
C -3.04 -3.81 -4.33 -0.10
C -1.77 -3.60 -3.84 -0.12
C -1.19 -2.36 -3.91 -0.11
H -1.36 -0.42 -4.74 0.09
H -3.65 -0.72 -5.60 0.10
H -4.81 -2.93 -5.28 0.10
H -3.42 -4.82 -4.26 0.10
H -1.25 -4.35 -3.27 0.09
H -0.25 -2.15 -3.41 0.09
C 2.52 0.86 3.88 -0.08
C 2.75 -0.37 3.35 -0.15
C 3.79 -0.70 2.56 -0.11
C 4.66 0.30 2.09 -0.06
C 4.49 1.60 2.61 -0.06
C 3.43 1.86 3.50 -0.08
H 1.67 1.03 4.52 0.11
H 1.98 -1.12 3.44 0.09
H 4.09 -1.64 2.14 0.08
H 5.42 0.02 1.37 0.10
H 5.01 2.48 2.26 0.10
H 3.27 2.86 3.87 0.08
```

The net charge is +1. The total energy is -5543.2963 a.u. The HOMO energy comes out at -9.595 eV.

---

Formula: C41H91BrN6O5P
Source: the OMol25 dataset
Level of theory: ωB97M-V with the def2-TZVPD basis set

```
145
Properties=species:S:1:pos:R:3:lowdin_charge:R:1
C 5.73 1.02 2.30 -0.07
C 4.23 0.98 1.94 -0.22
C 3.38 1.89 2.86 -0.17
O 2.11 1.32 3.19 -0.14
C 1.09 1.65 2.34 -0.22
N 1.02 0.66 1.21 -0.31
Br 1.31 -1.11 1.70 1.00
C 0.74 0.95 -0.01 -0.41
N 0.66 -0.02 -0.97 0.11
C 0.64 0.58 -2.33 -0.29
C 0.71 -0.55 -3.38 -0.12
C 2.15 -0.69 -3.92 -0.10
C 3.00 -1.70 -3.17 -0.51
N 2.39 -2.81 -2.50 0.12
O 4.17 -1.57 -3.17 0.12
C -0.56 1.56 -2.52 -0.19
P -0.13 2.67 -3.93 0.57
N -1.29 3.60 -4.37 -0.12
O 0.30 1.82 -5.26 -0.12
O 1.22 3.49 -3.47 -0.15
C -0.81 2.29 -1.16 -0.39
C -1.90 1.48 -0.42 -0.19
N -3.22 1.69 -1.06 0.05
C -1.29 3.75 -1.27 -0.14
C -1.42 4.42 0.12 -0.17
C -0.69 5.78 0.23 -0.17
C 0.75 5.83 -0.30 -0.21
C 1.84 6.22 0.71 -0.19
C 3.08 6.73 -0.10 -0.19
C 4.35 5.93 0.19 -0.20
C 4.22 4.45 -0.18 -0.20
C 4.72 4.12 -1.61 -0.17
C 6.08 3.43 -1.60 -0.27
O 6.97 4.13 -0.78 -0.19
C 8.28 3.62 -0.91 -0.09
N 0.45 2.26 -0.38 0.14
H 5.88 1.54 3.24 0.07
H 6.17 0.03 2.30 0.07
H 6.28 1.60 1.55 0.06
H 3.91 -0.06 1.97 0.06
H 4.07 1.34 0.92 0.09
H 3.93 2.06 3.78 0.12
H 3.24 2.86 2.39 0.11
H 1.12 2.68 1.97 0.13
H 0.16 1.55 2.89 0.15
H 1.52 -0.56 -0.91 0.09
H 1.54 1.21 -2.39 0.12
H 0.00 -0.39 -4.19 0.11
H 0.44 -1.49 -2.91 0.11
H 2.71 0.25 -3.89 0.11
H 2.15 -1.00 -4.97 0.14
H 3.06 -3.57 -2.51 0.10
H 2.23 -2.54 -1.53 0.07
H -1.40 0.94 -2.83 0.13
H -0.96 4.55 -4.23 0.01
H 1.22 1.53 -5.18 0.06
H 2.01 3.01 -3.77 0.07
H -1.69 0.41 -0.46 0.12
H -1.96 1.78 0.63 0.12
H -3.92 1.38 -0.40 0.09
H -3.30 1.02 -1.82 0.07
H -2.26 3.76 -1.74 0.10
H -0.65 4.38 -1.89 0.08
H -1.11 3.78 0.95 0.09
H -2.47 4.63 0.28 0.11
H -1.32 6.53 -0.25 0.11
H -0.67 6.05 1.29 0.11
H 0.77 6.60 -1.07 0.11
H 1.08 4.92 -0.79 0.08
H 2.14 5.38 1.33 0.09
H 1.54 7.04 1.35 0.11
H 3.28 7.78 0.09 0.11
H 2.87 6.60 -1.16 0.10
H 5.22 6.33 -0.32 0.11
H 4.57 5.97 1.26 0.11
H 4.87 3.91 0.51 0.09
H 3.19 4.09 -0.08 0.08
H 4.73 4.98 -2.28 0.12
H 4.03 3.38 -2.04 0.09
H 5.95 2.39 -1.25 0.12
H 6.48 3.37 -2.62 0.13
H 8.69 3.93 -1.87 0.09
H 8.90 3.98 -0.09 0.09
H 8.26 2.52 -0.91 0.09
H 1.23 2.71 -0.86 0.14
C 0.08 -6.15 5.06 -0.10
C 1.54 -6.39 4.68 -0.27
C 2.53 -5.76 5.65 -0.22
C 2.46 -4.24 5.75 -0.22
C 2.66 -3.50 4.43 -0.29
C 4.04 -3.73 3.81 -0.11
H -0.17 -5.09 5.04 0.07
H -0.58 -6.65 4.35 0.05
H -0.14 -6.54 6.05 0.08
H 1.72 -6.03 3.66 0.10
H 1.71 -7.47 4.66 0.11
H 3.54 -6.06 5.37 0.10
H 2.36 -6.18 6.65 0.11
H 3.21 -3.90 6.46 0.11
H 1.49 -3.94 6.17 0.10
H 2.54 -2.43 4.61 0.09
H 1.88 -3.78 3.71 0.08
H 4.83 -3.42 4.49 0.08
H 4.14 -3.15 2.89 0.05
H 4.19 -4.78 3.56 0.07
C -6.78 -8.33 3.68 -0.11
C -5.72 -8.93 2.76 -0.27
C -4.35 -9.07 3.43 -0.23
C -3.71 -7.75 3.87 -0.23
C -3.51 -6.72 2.76 -0.27
C -2.57 -7.19 1.66 -0.11
H -6.53 -7.31 3.99 0.06
H -7.75 -8.29 3.17 0.07
H -6.91 -8.94 4.58 0.08
H -5.64 -8.33 1.85 0.10
H -6.05 -9.92 2.45 0.11
H -3.68 -9.59 2.75 0.10
H -4.45 -9.72 4.31 0.11
H -2.74 -7.98 4.33 0.10
H -4.31 -7.30 4.67 0.10
H -3.09 -5.81 3.21 0.10
H -4.47 -6.43 2.33 0.10
H -1.59 -7.45 2.07 0.06
H -2.43 -6.41 0.91 0.07
H -2.96 -8.07 1.14 0.07
C -8.25 2.85 -3.25 -0.11
C -7.87 2.62 -4.71 -0.27
C -7.09 1.33 -4.94 -0.23
C -5.74 1.25 -4.23 -0.24
C -4.76 2.38 -4.57 -0.28
C -4.36 2.41 -6.04 -0.11
H -7.36 2.95 -2.61 0.06
H -8.83 3.76 -3.14 0.07
H -8.85 2.02 -2.87 0.07
H -7.30 3.48 -5.08 0.10
H -8.79 2.59 -5.30 0.11
H -6.95 1.20 -6.02 0.10
H -7.70 0.48 -4.61 0.11
H -5.28 0.29 -4.48 0.11
H -5.90 1.24 -3.15 0.09
H -3.85 2.24 -3.97 0.06
H -5.18 3.34 -4.28 0.10
H -3.90 1.46 -6.34 0.07
H -3.63 3.20 -6.22 0.06
H -5.22 2.59 -6.69 0.07
```

The net charge is +1. The total energy is -5236.6335 a.u. The HOMO energy comes out at -11.432 eV.

---

Kohn-Sham gap values (in Eh) by entry order: 0.256, 0.265, 0.282.